[1]
A cluster of 15 separate species, C26H82O26 in total at a distorted geometry. Source: OMol25; level of theory: ωB97M-V/def2-TZVPD.

## Properties
E, eV: -81515.2967
HOMO-LUMO gap, eV: 9.837
HOMO energy, eV: -9.94
Molar mass, g/mol: 810.92
E_LUMO, eV: -0.100

Cartesian coordinates (Å):
C1 3.6976 -5.0137 22.1745
O1 2.8625 -4.8930 21.0060
H1 4.4120 -4.1905 22.1688
H2 3.1494 -4.8978 23.1094
H3 4.2716 -5.9383 22.2357
H4 2.1242 -4.2811 21.0514
C2 3.5573 8.2511 25.7444
O2 3.5332 6.7779 25.6209
H5 4.5764 8.6337 25.8009
H6 3.0634 8.7994 24.9422
H7 3.0709 8.5942 26.6575
H8 4.2358 6.6551 24.9784
C3 8.8377 0.8982 30.8105
O3 10.1854 0.5409 30.7516
H9 8.7262 1.9813 30.7603
H10 8.2456 0.3500 30.0777
H11 8.4335 0.6443 31.7904
H12 10.3140 0.4694 29.8029
C4 5.6998 2.4264 21.5552
O4 6.1119 3.7696 21.8130
H13 6.4951 1.6827 21.6029
H14 4.9895 2.2199 22.3559
H15 5.2167 2.3621 20.5802
H16 6.3555 4.1252 20.9552
C5 -2.7540 -0.4823 20.5626
C6 -3.4345 0.8521 20.4731
O5 -3.5646 1.3853 19.1383
O6 -1.4232 -0.5097 20.2631
H17 -3.2792 -1.1415 19.8715
H18 -2.9024 -0.8508 21.5776
H19 -2.8936 1.5555 21.1061
H20 -4.3860 0.6801 20.9762
H21 -2.8415 2.0113 19.0551
H22 -1.2852 -0.2178 19.3590
C7 -3.1712 -4.7787 32.5094
C8 -4.4651 -4.3194 31.8605
O7 -4.2475 -2.9471 31.3575
O8 -2.3264 -5.2226 31.4479
H23 -3.3170 -5.5332 33.2825
H24 -2.5670 -4.0197 33.0063
H25 -5.2119 -4.2609 32.6522
H26 -4.8547 -4.9109 31.0319
H27 -5.0047 -2.8196 30.7812
H28 -2.0995 -4.5326 30.8201
C9 9.8574 -3.6551 23.9576
C10 9.4093 -2.5680 24.9683
O9 10.2866 -1.4817 25.1260
O10 9.6431 -3.2990 22.6082
H29 9.2467 -4.5296 24.1822
H30 10.8863 -3.9357 24.1827
H31 9.2299 -2.9877 25.9582
H32 8.4639 -2.1888 24.5803
H33 11.0263 -1.5587 24.5190
H34 10.1473 -3.9348 22.0953
C11 3.4720 4.1144 34.5866
C12 3.9096 2.8979 35.3646
O11 2.8189 2.1368 35.8101
O12 2.7048 3.6957 33.4072
H35 4.3381 4.7030 34.2841
H36 2.7706 4.6391 35.2352
H37 4.4083 3.1964 36.2867
H38 4.6115 2.2375 34.8554
H39 3.1531 1.2736 36.0645
H40 1.9941 3.1253 33.7091
C13 -1.9070 6.2074 27.5579
C14 -2.0522 6.4627 29.0655
O13 -0.7750 6.8618 29.5360
O14 -1.1999 4.9485 27.3725
H41 -1.2935 6.9448 27.0403
H42 -2.8094 6.2270 26.9469
H43 -2.4106 5.5940 29.6178
H44 -2.7667 7.2727 29.2123
H45 -0.2266 6.0875 29.6821
H46 -0.2757 5.1704 27.2370
C15 3.4300 -10.3455 27.3535
C16 2.2298 -9.4992 27.8498
O15 1.6399 -9.7739 29.1172
O16 2.8889 -11.6851 27.2231
H47 4.2178 -10.2577 28.1016
H48 3.8816 -9.9994 26.4238
H49 1.3976 -9.4922 27.1459
H50 2.6142 -8.4892 27.9920
H51 1.1177 -9.0024 29.3490
H52 2.3198 -11.7651 27.9920
C17 -8.2019 1.3500 28.4541
C18 -7.2445 2.1428 27.5313
O17 -7.7180 2.2609 26.1916
O18 -8.2064 -0.0424 28.0374
H53 -9.2071 1.7659 28.3853
H54 -7.8298 1.3708 29.4784
H55 -6.2495 1.7008 27.4792
H56 -7.1355 3.1214 27.9987
H57 -7.8845 1.3817 25.8440
H58 -9.0911 -0.2881 27.7569
C19 1.0173 -0.8391 27.4228
C20 2.4080 -0.2811 27.6997
O19 2.6915 -0.1803 29.0781
O20 0.9511 -2.1754 27.7706
H59 0.8206 -0.6992 26.3599
H60 0.2101 -0.3383 27.9574
H61 2.4404 0.7261 27.2842
H62 3.2436 -0.8470 27.2879
H63 2.2865 0.6331 29.3878
H64 0.7660 -2.7115 26.9961
C21 -5.4260 -6.3219 24.0443
C22 -4.4101 -6.0115 25.1899
O21 -3.0868 -5.8396 24.6686
O22 -6.7634 -6.1016 24.4940
H65 -5.3467 -7.3502 23.6919
H66 -5.3177 -5.6102 23.2259
H67 -4.3765 -6.8049 25.9366
H68 -4.7633 -5.0770 25.6260
H69 -2.9131 -6.6623 24.2052
H70 -7.0487 -6.8697 24.9943
C23 3.5217 -4.0222 34.0426
C24 4.3645 -4.7623 32.9817
O23 5.0324 -3.8282 32.1481
O24 4.2425 -3.2443 35.0126
H71 2.8537 -4.7167 34.5521
H72 2.8920 -3.3805 33.4263
H73 3.6128 -5.2726 32.3795
H74 4.9643 -5.4964 33.5197
H75 4.4103 -3.2636 31.6835
H76 4.9382 -2.7696 34.5519
C25 -3.1307 3.3202 35.3623
C26 -3.4554 2.2548 34.3753
O25 -2.2947 1.8912 33.6412
O26 -2.4681 2.7518 36.4825
H77 -4.0479 3.7675 35.7453
H78 -2.4728 4.0664 34.9167
H79 -4.1760 2.6663 33.6686
H80 -3.9315 1.3893 34.8360
H81 -2.5148 1.0934 33.1547
H82 -1.5708 2.5530 36.2054

Mulliken population analysis, charges in e, atoms 1 to 8: -0.452, -0.517, 0.230, 0.215, 0.225, 0.301, -0.569, -0.475

[2]
A structure of composition C27H16ClN6OS2W at a distorted geometry. Source: OMol25; level of theory: ωB97M-V/def2-TZVPD.

## Properties
E, eV: -75262.4299
HOMO-LUMO gap (spin up / spin down), eV: 6.334 / 6.589
Charge: +1
2S+1: 3
HOMO energy (spin up / spin down), eV: -10.73 / -11.05
Molar mass, g/mol: 723.89
E_LUMO (spin up / spin down), eV: -4.395 / -4.460

Cartesian coordinates (Å):
W1 -0.7092 -0.6828 -0.1807
Cl1 6.2534 -2.6811 -1.2386
C1 4.5929 -2.2066 -1.2849
C2 3.8494 -2.3980 -2.4566
C3 2.5276 -2.0206 -2.5204
C4 1.9120 -1.4540 -1.4091
O1 0.6371 -1.0835 -1.4855
C5 2.6495 -1.2624 -0.2265
C6 2.1082 -0.6701 0.9538
N1 0.8997 -0.2229 1.1212
C7 0.5160 0.3622 2.3728
C8 1.3559 0.7125 3.3887
C9 0.8491 1.2683 4.5829
C10 -0.4876 1.4753 4.7415
C11 -1.3810 1.1375 3.6977
C12 -2.7778 1.3249 3.7890
C13 -3.5731 0.9688 2.7424
C14 -2.9873 0.4164 1.5958
N2 -1.6873 0.2279 1.4652
C15 -0.8711 0.5899 2.5128
C16 4.0052 -1.6495 -0.1855
H1 4.3267 -2.8495 -3.3170
H2 1.9435 -2.1671 -3.4192
H3 2.8005 -0.5910 1.7868
H4 2.4256 0.5816 3.3039
H5 1.5389 1.5307 5.3737
H6 -0.8809 1.9013 5.6556
H7 -3.2006 1.7458 4.6934
H8 -4.6467 1.0869 2.7778
H9 -3.6002 0.0853 0.7694
H10 4.5819 -1.5071 0.7207
S1 -0.5750 -2.8259 0.9141
C17 -1.9781 -3.6945 0.3715
C18 -2.1559 -5.0115 0.9242
N3 -2.2731 -6.0627 1.3734
C19 -2.8659 -3.1822 -0.5003
S2 -2.6809 -1.5820 -1.1734
C20 -4.0343 -3.9079 -0.9163
N4 -4.9873 -4.4560 -1.2524
N5 -2.0801 2.4600 -2.8420
C21 -2.2404 1.5114 -1.9128
N6 -1.0964 1.1449 -1.3706
C22 -0.1087 1.9142 -2.0159
C23 1.2712 1.9651 -1.8290
C24 1.9848 2.8467 -2.6110
C25 1.3510 3.6710 -3.5567
C26 -0.0147 3.6410 -3.7367
C27 -0.7232 2.7456 -2.9416
H11 -2.8232 2.8699 -3.3840
H12 -3.2063 1.1048 -1.6580
H13 1.7654 1.3406 -1.0982
H14 3.0586 2.9105 -2.4960
H15 1.9493 4.3468 -4.1527
H16 -0.5070 4.2810 -4.4570

natural (NBO) population analysis, charges in e, atoms 1 to 8: 1.377, 0.046, -0.075, -0.139, -0.237, 0.359, -0.688, -0.163